Entry from OMol25: 12 unconnected molecules or ions with the total composition C16H56N4O12 at a distorted geometry (ωB97M-V/def2-TZVPD).

The geometry in XYZ format:
```
88
Properties=species:S:1:pos:R:3:mulliken_charge:R:1
H -1.53 -0.28 -2.78 0.08
C -4.12 1.45 1.93 -0.96
H -2.24 1.07 -2.00 -0.12
H 2.45 2.38 0.67 -0.22
H -3.22 -3.30 -0.42 0.54
O -4.06 -2.36 -1.98 -0.57
H 2.12 3.72 1.66 0.25
H -3.13 -0.08 -2.92 0.68
H -1.41 -4.21 1.14 0.50
C -0.02 3.03 -0.39 1.07
O -2.09 1.26 -4.04 -0.59
H -2.76 -1.63 -0.54 0.10
H 3.76 -4.18 1.22 0.32
H -2.11 3.46 5.10 0.36
H -0.31 5.03 -2.11 0.34
H 2.02 -3.52 -1.08 0.02
H 0.09 2.56 0.62 -0.56
C -3.40 1.23 0.62 -0.20
O 0.52 4.56 -2.16 -0.56
H 0.25 -5.12 1.85 0.35
C -0.61 3.07 3.72 -0.38
O 0.22 -5.40 0.92 -0.55
H 0.10 2.76 4.49 0.40
H -1.09 -4.58 -0.48 0.33
H 1.94 0.10 0.54 -0.05
H 0.58 0.57 1.48 -0.17
O 3.68 2.26 -2.37 -0.82
H -0.21 -3.34 0.30 0.14
O -2.03 0.87 0.88 0.14
C -0.60 -4.35 0.45 -0.83
H 3.53 -0.51 -0.66 0.32
C 3.13 1.10 -1.85 0.03
C 0.95 4.12 -0.88 -0.71
H 1.37 1.50 -2.62 0.41
H 1.34 0.21 -1.39 -0.10
C -2.27 0.48 -2.86 -0.50
H -1.78 5.68 5.24 0.30
C -2.95 -2.54 -1.11 -0.40
N 1.90 0.77 -2.07 0.08
H 1.87 -0.34 -3.27 0.31
H 4.23 -4.85 -0.40 0.38
H 4.36 3.71 0.96 0.33
H -5.15 1.60 1.81 0.49
H -1.06 2.18 3.29 0.04
H -3.77 0.34 0.10 0.15
H 1.83 -1.10 -4.86 0.18
H -4.06 0.41 2.48 0.16
H -2.55 4.17 3.61 0.26
H -1.48 -3.05 3.36 0.31
H -0.15 3.61 2.88 0.05
H -4.19 -3.20 -2.41 0.29
C 0.84 -2.16 -3.54 0.12
H -3.69 2.31 2.51 -0.02
N 3.84 0.40 -1.01 0.06
H 1.97 -3.00 0.56 -0.39
N 1.66 -1.17 -3.87 -0.25
H -0.16 -2.16 2.66 0.16
H 3.88 -2.41 -1.38 0.33
C -1.69 3.98 4.27 -0.54
H 1.02 -1.19 1.25 -0.56
O 3.50 -2.23 -0.51 -0.62
H 0.00 2.15 -1.00 -0.76
H 0.08 -1.31 -0.65 -0.98
C 2.75 2.81 1.64 -0.10
H -2.01 -2.80 -1.66 0.01
O 0.21 -2.32 -2.32 -0.48
N 0.74 -3.00 -4.47 -0.34
H -2.61 0.87 -4.75 0.33
C 2.67 -3.31 -0.23 0.65
H -1.15 -1.40 3.90 0.35
H 2.71 -5.42 0.42 0.27
H -1.60 0.44 0.16 -0.36
H 1.03 4.97 -0.17 0.32
C -1.17 -2.06 3.04 -0.66
O 0.20 -0.38 -0.36 1.68
O -1.15 5.18 4.74 -0.53
H 4.77 0.74 -0.84 0.26
H 1.97 3.78 -0.96 0.28
O -2.12 -1.61 2.07 -0.38
O 4.12 3.17 1.73 -0.60
H -1.03 3.45 -0.31 0.57
H 0.04 -3.76 -4.35 0.31
C 0.98 -0.19 0.80 0.45
H -3.41 2.03 -0.09 0.46
H 1.03 -2.80 -5.41 0.17
H -1.94 -0.74 1.75 0.17
C 3.39 -4.51 0.21 -1.20
H 2.43 2.29 2.49 0.36
```

- Electronic energy: -48025.994 eV
- Total charge: 0
- SMILES string: NC(N)=O.NC(N)=O.CCO.CCO.CCO.CCO.CO.CO.CO.CO.CO.CO
- Relative energy (zero: lowest compared OMol25 entry of this formula, charge and spin): 253.8 kJ/mol
- HOMO energy: -8.840 eV

---

Entry from OMol25: 14 unconnected molecules or ions with the total composition C16H58BFIN28O17 at a distorted geometry (ωB97M-V/def2-TZVPD).

The geometry in XYZ format:
```
122
Properties=species:S:1:pos:R:3:mulliken_charge:R:1
H 0.01 -0.57 -0.25 0.29
O 3.85 -6.04 3.81 -0.68
N -6.01 -2.29 -1.16 -0.38
H 0.05 3.40 -6.94 0.16
O -1.51 4.34 0.16 -0.41
H 0.47 -2.40 3.55 0.05
H 4.67 -0.67 -4.52 0.19
C -0.23 8.08 1.38 0.56
H 2.64 -4.78 6.48 0.22
O 2.21 0.32 -1.60 -0.60
H -3.80 5.24 3.16 0.14
C -5.13 3.82 2.60 0.59
H 2.62 6.15 -3.79 0.13
H 0.77 0.60 -4.37 0.27
H 2.25 7.35 0.05 0.18
O 1.47 0.88 -3.77 -0.45
N 0.05 -6.23 1.62 -0.49
H 0.68 2.83 -1.11 0.29
C -0.32 0.36 -2.04 -1.21
H 3.71 -2.58 -7.37 0.24
C 1.42 -0.97 4.66 0.53
N 0.75 4.12 -6.84 -0.33
H -0.74 -0.57 -2.43 0.55
H -0.39 3.57 -4.66 0.11
H 3.72 7.33 -3.16 0.16
H 3.51 8.03 -0.92 0.17
N 0.85 -1.47 3.51 -0.07
H 1.22 -8.02 9.07 0.17
F -1.94 2.83 -1.42 -0.18
N 1.79 -4.72 1.75 -0.22
B 1.19 0.50 -2.50 0.70
O 0.68 -2.43 -1.04 -0.73
C 2.30 6.60 -1.83 0.64
H 0.15 -4.64 -2.00 0.22
O -2.68 4.45 -6.81 -0.64
H 3.53 -1.51 -3.50 0.15
N 1.11 -4.37 -2.11 -0.39
H -6.34 -1.42 -1.53 0.23
I -2.54 -0.01 -0.05 0.33
H -6.62 -2.86 -0.61 0.18
N 3.96 -1.36 -4.40 -0.25
N -0.54 7.94 2.71 -0.36
H -5.41 -4.65 4.08 0.22
O 2.61 -3.00 -5.18 -0.63
H -0.57 6.04 1.01 0.12
O -5.82 3.87 3.60 -0.63
N 2.95 6.71 -3.02 -0.28
H 2.34 -7.78 7.78 0.23
C 0.50 -5.02 2.03 0.72
C 0.10 1.40 0.24 0.25
O 3.06 -5.51 8.45 -0.77
C -2.63 5.11 -7.85 0.67
H 3.46 -3.45 -2.23 0.20
O 0.10 9.14 0.89 -0.65
N 2.80 -2.85 -1.77 -0.41
H -6.24 2.40 1.64 0.20
C 3.67 -5.83 5.01 0.54
C 3.48 -2.17 -5.40 0.66
H 1.89 0.85 3.72 0.15
H 2.20 -4.43 4.84 0.08
H 2.99 0.81 -1.88 0.30
H -2.85 -4.29 0.99 0.03
N -1.99 6.31 -7.91 -0.37
H 1.84 -4.83 10.49 0.23
H -3.16 5.20 -9.87 0.16
H -4.87 2.92 0.72 0.13
N -4.49 -4.43 3.74 -0.38
H -0.91 1.17 -2.46 0.53
O -0.24 -4.24 2.64 -0.81
N 1.92 0.30 4.56 -0.30
O -3.97 -1.93 -2.11 -0.66
H 0.63 -6.90 1.15 0.15
N -5.42 2.97 1.55 -0.31
O 1.85 5.62 -5.56 -0.78
H -0.48 8.77 3.28 0.21
H 1.74 -4.99 -2.59 0.16
H 0.47 4.73 -3.70 0.03
H -0.81 7.08 3.13 0.15
H 4.76 -1.32 -6.82 0.16
N -3.19 4.68 -9.01 -0.40
O 1.34 5.84 -1.66 -0.60
O 0.56 1.11 1.32 -0.45
H -3.45 4.59 1.59 0.18
H -3.78 -4.17 4.39 0.17
H 2.34 0.69 5.38 0.22
C 1.03 4.73 -5.65 0.66
H 2.15 -3.83 2.05 0.17
H 1.23 4.45 -7.65 0.22
H -0.10 6.99 -0.35 0.12
H -0.90 -6.47 1.84 0.23
H 5.10 -7.11 5.69 0.18
N -3.02 -4.23 1.97 0.03
H 4.26 -6.26 6.96 0.27
N 0.08 2.72 -0.29 0.13
C -4.73 -2.65 -1.45 0.55
C -1.18 3.37 -0.46 0.50
N -0.50 0.29 -0.55 0.11
C 1.49 -3.17 -1.61 0.52
N 1.60 -5.75 10.16 -0.44
N 2.75 7.39 -0.82 -0.37
H -3.67 3.80 -9.00 0.22
H -1.57 6.65 -7.07 0.21
N 0.31 4.28 -4.58 -0.12
H 0.80 -0.96 2.65 0.19
N 4.39 -6.46 5.98 -0.34
N -0.32 6.93 0.63 -0.12
N 1.89 -7.44 8.61 -0.34
H -2.25 -3.96 2.57 0.14
N 2.76 -4.94 5.49 -0.13
H 2.41 -5.36 1.29 0.12
H -1.93 6.86 -8.74 0.17
O -5.18 -4.85 1.62 -0.75
C 2.23 -6.19 9.04 0.66
H -3.37 -4.11 -1.16 0.18
N -4.02 4.60 2.42 -0.28
H 0.93 -6.29 10.66 0.15
H -4.87 -4.42 -0.34 0.21
C -4.28 -4.52 2.39 0.63
N 4.04 -2.00 -6.63 -0.42
O 1.47 -1.61 5.69 -0.66
N -4.31 -3.83 -0.94 -0.30
H 3.11 -1.98 -1.39 0.21
```

- Electronic energy: -105568.949 eV
- Total charge: +1
- HOMO energy: -10.717 eV